Entry 1:
Entry from the OMol25 dataset: a structure of composition C11H31CaNO5 at a distorted geometry (wB97M-V/def2-TZVPD).

**Energy above the lowest of the compared OMol25 structures with the same formula, charge and spin**: 94.0 kcal per mole
**Spin multiplicity**: 1
**Net charge**: +2
**Lowest unoccupied orbital energy**: -8.2 eV
**Strongest force on any atom**: 3.4 eV/A
**Frontier orbital gap**: 0.252 Eh

```
49
C11H31CaNO5, DFT wB97M-V/def2-TZVPD
Ca -0.434 -0.854 -1.095
C 0.793 -2.911 3.855
O 0.342 -2.160 2.778
H 0.803 -3.961 3.563
H 1.809 -2.736 4.209
H 0.147 -2.812 4.728
H 0.152 -1.407 3.342
C 2.919 -4.566 -0.362
O 2.706 -3.410 -1.180
H 2.007 -4.910 0.126
H 3.382 -5.391 -0.904
H 3.587 -4.050 0.327
H 3.575 -3.200 -1.530
C -3.432 -3.003 0.124
O -3.257 -1.598 -0.093
C -4.467 -0.875 0.038
C -4.047 0.543 -0.006
N -3.219 0.907 -1.231
C -2.835 2.322 -1.234
C -1.689 2.553 -2.274
O -0.879 1.409 -2.589
C 0.017 1.647 -3.677
H -3.704 -3.150 1.169
H -2.448 -3.472 0.118
H -4.149 -3.416 -0.585
H -4.979 -1.085 0.977
H -5.135 -1.277 -0.723
H -3.660 0.898 0.949
H -4.971 1.111 -0.111
H -3.917 0.974 -1.959
H -2.325 2.589 -0.309
H -3.702 2.937 -1.477
H -1.226 3.493 -1.973
H -2.108 2.868 -3.230
H -0.497 1.712 -4.636
H 0.752 0.846 -3.761
H 0.452 2.645 -3.638
C 3.651 3.883 0.908
C 3.489 2.422 0.561
C 4.341 1.378 1.320
O 2.141 2.052 0.776
H 2.671 4.350 0.804
H 4.420 4.458 0.392
H 3.834 3.963 1.979
H 3.528 2.224 -0.510
H 5.377 1.682 1.171
H 4.203 0.389 0.883
H 4.083 1.560 2.363
H 1.903 2.427 1.627
```

Entry 2:
Entry from the OMol25 dataset: a structure of composition C30H30BF2N7S3Sc (wB97M-V/def2-TZVPD).

**Energy above the lowest of the compared OMol25 structures with the same formula, charge and spin**: 7.2 kcal per mole
**Spin multiplicity**: 1
**Net charge**: +1
**Lowest unoccupied orbital energy**: -2.7 eV
**Strongest force on any atom**: 0.3 eV/A
**Frontier orbital gap**: 0.303 Eh

```
74
C30H30BF2N7S3Sc, DFT wB97M-V/def2-TZVPD
Sc 1.058 -0.244 1.095
C 5.436 -0.838 0.447
C 4.220 -0.926 -0.430
C 3.351 -2.015 -0.319
C 2.315 -2.208 -1.236
C 1.466 -3.449 -1.179
C 2.156 -1.279 -2.262
C 2.964 -0.154 -2.359
C 2.752 0.852 -3.455
C 3.985 0.015 -1.428
H 6.221 -1.485 0.052
H 5.224 -1.168 1.465
H 5.841 0.173 0.479
H 3.527 -2.764 0.444
H 1.272 -3.744 -0.148
H 1.980 -4.280 -1.667
H 0.516 -3.307 -1.694
H 1.388 -1.446 -3.007
H 3.533 0.772 -4.213
H 2.777 1.870 -3.064
H 1.795 0.697 -3.954
H 4.645 0.872 -1.517
S 1.444 -2.468 2.471
C -0.139 -3.073 2.582
N -1.233 -2.587 1.963
C -2.405 -3.313 2.271
C -3.701 -3.071 1.829
C -4.708 -3.909 2.274
C -4.449 -4.975 3.135
C -3.163 -5.221 3.576
C -2.154 -4.377 3.134
S -0.464 -4.443 3.552
H -3.927 -2.255 1.163
H -5.721 -3.728 1.942
H -5.259 -5.610 3.464
H -2.944 -6.046 4.239
S 4.847 2.061 2.913
C 4.366 0.878 4.046
C 3.392 0.098 3.518
N 3.006 0.442 2.244
C 3.698 1.469 1.823
H 4.813 0.812 5.023
H 2.901 -0.722 4.018
H 3.584 1.897 0.837
C -1.008 -0.186 -2.189
C -0.331 1.029 -1.663
N 0.534 1.077 -0.662
C 0.902 2.406 -0.527
C 0.285 3.146 -1.475
N -0.497 2.263 -2.188
C -1.481 2.676 -3.179
N -2.379 3.641 -2.627
N -2.166 4.961 -2.894
N -2.882 5.673 -2.126
C -3.581 4.838 -1.274
C -4.473 5.138 -0.241
C -4.983 4.078 0.469
C -4.622 2.748 0.168
C -3.754 2.437 -0.854
C -3.245 3.521 -1.574
H -0.639 -1.058 -1.657
H -0.811 -0.317 -3.255
H -2.086 -0.136 -2.040
H 1.561 2.739 0.255
H 0.293 4.199 -1.692
H -2.014 1.792 -3.525
H -0.984 3.155 -4.021
H -4.738 6.161 -0.016
H -5.674 4.261 1.280
H -5.040 1.947 0.763
H -3.485 1.412 -1.066
F -2.190 -1.026 0.484
B -1.029 -1.405 1.049
F 0.312 1.025 2.211
```